No. 1
The following is a quantum chemistry calculation of 2 unconnected molecules or ions with the total composition H4O2 at a distorted geometry, from OMol25.

The SMILES is O.O. For the energy above the lowest of the compared OMol25 structures with the same formula, charge and spin, the calculation gives 6.5 kcal/mol. Its total energy is -4159.6585 eV. As for the LUMO energy: 0.7 eV. The calculation puts the frontier orbital gap at 11.704 eV.

Cartesian coordinates (Å):
O -0.79193 0.54708 1.23893
H -0.35612 0.68859 2.09076
H -1.63118 0.07709 1.54695
O 0.81042 -0.62789 -1.42351
H 1.05834 0.28324 -1.72702
H 0.78102 -0.40244 -0.43403

Atom-resolved charges from natural (NBO), all expressed in e: atom 1 (O): -0.943, atom 2 (H): 0.468, atom 3 (H): 0.476, atom 4 (O): -0.940, atom 5 (H): 0.461, atom 6 (H): 0.477


No. 2
The following is a quantum chemistry calculation of 4 unconnected molecules or ions with the total composition C2H12O3S2 at a distorted geometry, from OMol25.

The SMILES is CCSS.O.O.O. For the energy above the lowest of the compared OMol25 structures with the same formula, charge and spin, the calculation gives 44.2 kcal/mol. Its total energy is -30080.3134 eV. As for the LUMO energy: 0.3 eV. The calculation puts the frontier orbital gap at 9.466 eV.

Cartesian coordinates (Å):
C 2.13961 -1.89978 2.21926
C 1.83930 -3.21848 1.60388
S 1.61912 -3.20064 -0.28215
S -0.36045 -3.11945 -0.72755
H 2.50734 -1.85698 3.19323
H 1.06534 -1.50763 1.98169
H 2.81660 -1.18869 1.67804
H 1.04591 -3.83910 2.12099
H 2.61795 -3.98477 1.57589
H -0.64777 -1.79076 -0.75584
O -0.43070 1.66700 -1.63350
H -1.15910 1.42717 -1.13781
H -0.48610 1.17464 -2.45007
O -1.04367 4.51563 -3.55199
H -1.46627 4.42590 -4.36070
H -1.06289 3.75715 -2.96053
O -2.68100 2.71305 0.86711
H -3.44710 2.37607 1.29575
H -2.86612 3.54967 1.32427

Results of the natural (NBO) charge analysis, in e, for atoms 1 through 8: atom 1 (C): -0.643, atom 2 (C): -0.504, atom 3 (S): 0.068, atom 4 (S): -0.141, atom 5 (H): 0.224, atom 6 (H): 0.216, atom 7 (H): 0.224, atom 8 (H): 0.230


No. 3
The following is a quantum chemistry calculation of 2 unconnected molecules or ions with the total composition C9H14OS at a distorted geometry, from OMol25.

The SMILES is Cc1ccc(O)cc1.CSC. For the energy above the lowest of the compared OMol25 structures with the same formula, charge and spin, the calculation gives 23.3 kcal/mol. Its total energy is -22441.6349 eV. As for the LUMO energy: 0.8 eV. The calculation puts the frontier orbital gap at 8.800 eV.

Cartesian coordinates (Å):
C 1.15846 0.79401 2.61121
C 1.03942 -0.17100 1.44431
C 2.23652 -0.56796 0.82675
C 2.12308 -1.37370 -0.27586
C 0.89679 -1.80825 -0.78098
O 0.84314 -2.75468 -1.76994
C -0.25663 -1.52921 -0.04107
C -0.22045 -0.63442 1.03153
H 1.53161 1.76825 2.36851
H 1.75134 0.38209 3.40553
H 0.08202 0.95675 2.89179
H 3.12513 -0.25939 1.37499
H 3.00595 -1.54607 -0.89555
H 1.75092 -2.89284 -2.07021
H -1.12558 -1.93382 -0.49994
H -1.15925 -0.45779 1.54529
C -2.88070 1.14966 -0.14209
S -1.26218 1.88326 -0.58704
C -0.83262 1.39626 -2.35413
H -2.81159 1.46501 0.90901
H -3.65515 1.75590 -0.62701
H -3.04078 0.09074 -0.29036
H -1.79529 1.16730 -2.81329
H 0.04388 0.77086 -2.45271
H -0.54807 2.34905 -2.80875

Results of the natural (NBO) charge analysis, in e, for atoms 1 through 8: atom 1 (C): -0.629, atom 2 (C): -0.018, atom 3 (C): -0.203, atom 4 (C): -0.285, atom 5 (C): 0.280, atom 6 (O): -0.668, atom 7 (C): -0.257, atom 8 (C): -0.192


No. 4
The following is a quantum chemistry calculation of 2 unconnected molecules or ions with the total composition C8H12N4 at a distorted geometry, from OMol25.

The SMILES is Cc1c[nH]cn1.Cc1c[nH]cn1. For the energy above the lowest of the compared OMol25 structures with the same formula, charge and spin, the calculation gives 30.5 kcal/mol. Its total energy is -14450.2282 eV. As for the LUMO energy: 0.8 eV. The calculation puts the frontier orbital gap at 9.033 eV.

Cartesian coordinates (Å):
C -1.02693 1.78113 -1.96053
C 0.18897 2.27844 -1.29359
C 0.26646 2.92059 -0.09132
N 1.61615 3.14945 0.11688
C 2.31600 2.46085 -0.84495
N 1.45063 1.88177 -1.65827
H -0.78881 0.80329 -2.41098
H -1.31310 2.28239 -2.88947
H -1.85979 1.63606 -1.28697
H -0.48350 3.33783 0.55211
H 1.81408 3.92807 0.72579
H 3.36843 2.34409 -0.74751
C -1.94380 -2.54418 2.21089
C -0.83439 -2.68613 1.21089
C -0.62629 -1.76096 0.15832
N 0.70575 -1.97322 -0.15817
C 1.17220 -3.05759 0.49653
N 0.27317 -3.43991 1.37118
H -2.73567 -3.28237 2.23765
H -2.40452 -1.56386 2.11589
H -1.31192 -2.57947 3.11431
H -1.09402 -0.89704 -0.28584
H 1.03859 -1.67895 -1.06931
H 2.21232 -3.34027 0.38648

Results of the natural (NBO) charge analysis, in e, for atoms 1 through 8: atom 1 (C): -0.646, atom 2 (C): 0.086, atom 3 (C): -0.107, atom 4 (N): -0.532, atom 5 (C): 0.165, atom 6 (N): -0.465, atom 7 (H): 0.223, atom 8 (H): 0.227


Q: Which formula does entry 1 have?
A: H4O2


Q: Which value of energy above the lowest of the compared OMol25 structures with the same formula, charge and spin does entry 3 give?
A: 23.3 kcal/mol


Q: What is the formula in the fourth record?
A: C8H12N4


Q: Which formula does entry 1 have?
A: H4O2